(1)
# C8H20F12KO4P2

A molecular structure, C8H20F12KO4P2 at a distorted geometry (ωB97M-V/def2-TZVPD, the OMol25 dataset).

Values from the calculation:
Charge ... -1
LUMO ... 1.81 eV
DFT total energy ... -3099.36747 Eh
Multiplicity ... 1
HOMO-LUMO gap ... 9.35 eV
ΔE to the lowest compared entry with this formula, charge and spin ... 0.0000 eV
HOMO ... -0.2773 Eh

Element x y z (Å)
F (2.736, 7.700, 9.294)
P (-0.685, 4.922, 15.154)
H (2.184, 0.936, 10.259)
O (3.360, 1.622, 11.778)
H (3.421, 8.122, 14.033)
C (3.986, 1.144, 13.965)
H (4.489, 7.589, 12.033)
C (3.571, 7.043, 13.904)
H (5.170, 2.152, 12.531)
F (-2.041, 4.403, 15.854)
P (1.343, 7.623, 10.133)
H (4.738, 0.788, 14.692)
H (2.905, 1.595, 16.119)
C (6.038, 5.641, 11.602)
H (3.876, 0.331, 10.231)
F (-0.719, 6.289, 15.995)
F (0.715, 5.378, 14.449)
H (3.538, 6.252, 17.059)
F (0.007, 7.534, 10.987)
H (7.001, 5.910, 12.075)
K (2.367, 4.245, 12.734)
F (0.861, 6.395, 9.201)
O (3.883, 6.335, 15.076)
F (1.908, 8.775, 11.121)
H (3.198, 0.379, 14.016)
H (5.911, 6.372, 10.789)
O (4.988, 5.625, 12.493)
C (4.695, 6.963, 12.907)
H (2.595, 3.379, 15.875)
C (3.126, 6.768, 16.192)
F (-1.511, 5.606, 13.964)
H (6.186, 4.663, 11.143)
H (5.019, 0.417, 12.156)
F (2.053, 6.536, 11.133)
C (3.016, 0.595, 10.864)
F (-0.586, 3.539, 14.296)
F (0.684, 8.716, 9.146)
H (3.206, 7.849, 16.376)
H (2.670, 6.651, 13.432)
H (1.604, 2.224, 15.094)
O (3.553, 2.435, 14.331)
H (2.060, 6.553, 16.081)
F (0.194, 4.232, 16.317)
C (2.641, 2.390, 15.421)
H (2.775, -0.351, 11.371)
C (4.501, 1.288, 12.555)
H (5.617, 7.365, 13.360)

Forces on atoms 1 to 6 (eV/Å):
0.0 0.0 0.0
-0.7 -0.1 -0.1
-0.1 0.0 0.0
0.0 -0.2 -0.8
-0.2 -0.1 0.4
0.6 -0.4 0.4

(2)
# C13H25BrFN3Si

3 unconnected molecules or ions with the total composition C13H25BrFN3Si (ωB97M-V/def2-TZVPD, the OMol25 dataset).

Values from the calculation:
Charge ... 0
LUMO ... 0.71 eV
SMILES ... C=C[Si@@](F)(Br)NCCC.CCCC#N.CCCC#N
DFT total energy ... -3638.09617 Eh
Multiplicity ... 1
HOMO-LUMO gap ... 10.00 eV
HOMO ... -0.3413 Eh

Element x y z (Å)
H (-3.549, -2.422, -0.456)
N (-0.906, 2.725, 0.920)
H (3.115, -3.917, 4.441)
C (-3.361, -0.971, -2.019)
C (0.543, 3.745, -0.997)
C (2.572, -0.478, 4.197)
H (-1.931, 4.109, -3.429)
H (-1.456, -1.220, -0.069)
N (-1.506, -2.033, -0.668)
Si (-0.118, -2.189, -1.647)
Br (0.375, -4.342, -1.890)
H (-2.589, 0.387, -0.472)
C (-1.351, 3.562, -2.686)
H (-3.461, 1.192, -1.767)
C (3.221, -2.932, 3.986)
H (2.029, 0.244, 4.806)
H (0.322, 4.913, -2.780)
H (2.805, -1.885, 5.809)
C (2.439, -1.879, 4.781)
H (-2.782, -0.782, -2.925)
C (1.874, -0.254, -1.591)
H (-4.359, 0.282, -0.565)
H (1.816, -1.729, -0.079)
H (4.285, -2.686, 3.968)
C (-0.331, 4.478, -2.022)
C (-3.438, 0.291, -1.152)
H (1.093, 2.932, -1.477)
C (1.360, -1.316, -0.977)
H (-2.050, 3.155, -1.955)
H (-2.844, -3.069, -1.913)
F (-0.366, -1.650, -3.140)
N (2.352, -3.086, 1.530)
C (-2.841, -2.191, -1.261)
H (-0.845, 5.306, -1.530)
H (1.272, 4.424, -0.555)
C (2.748, -3.018, 2.605)
H (2.164, -0.428, 3.186)
C (-0.261, 3.173, 0.084)
H (1.297, 0.311, -2.316)
H (3.618, -0.166, 4.157)
H (-0.862, 2.726, -3.191)
H (-4.378, -1.208, -2.353)
H (1.386, -2.164, 4.815)
H (2.898, 0.058, -1.401)

Forces on atoms 1 to 6 (eV/Å):
0.1 0.0 0.0
-0.1 0.0 0.1
0.0 0.0 0.0
-0.3 0.2 0.0
-0.1 0.1 0.0
0.0 0.0 0.0

(3)
# C34H46ClF5OP4Sn

A molecular structure, C34H46ClF5OP4Sn at a distorted geometry (ωB97M-V/def2-TZVPD, the OMol25 dataset).

Values from the calculation:
Charge ... +2
LUMO (spin up / spin down) ... -6.79 / -5.44 eV
DFT total energy ... -3936.92745 Eh
Multiplicity ... 1
HOMO-LUMO gap (spin up / spin down) ... 5.44 / 7.20 eV
HOMO (spin up / spin down) ... -0.4493 / -0.4647 Eh

Element x y z (Å)
H (-4.173, -0.994, -3.883)
C (5.618, 2.345, -5.375)
F (1.129, 1.187, 3.260)
C (-2.002, -1.560, -1.758)
H (5.705, 0.826, -6.934)
H (-5.453, -2.144, -3.324)
C (3.834, 0.819, -5.924)
H (0.551, -3.563, -1.255)
C (5.129, 1.288, -6.152)
H (0.112, 4.382, -8.129)
H (-1.751, -4.183, -3.223)
P (1.779, -1.952, 0.078)
H (3.433, -0.782, -1.243)
H (-1.094, 2.602, 2.699)
H (-1.935, 5.147, -6.916)
C (0.377, 0.098, 3.598)
H (-0.577, 0.123, -6.801)
H (-3.760, 2.723, 0.743)
C (3.102, -1.826, -1.164)
H (-1.190, 2.262, -3.780)
H (2.744, -2.171, -2.143)
H (1.698, -4.362, -0.127)
C (-0.432, -0.478, 2.402)
P (-1.453, 2.204, 0.332)
P (1.380, 1.075, -5.203)
C (-1.405, 3.353, -1.075)
C (-1.161, -0.943, -2.891)
C (-3.920, -3.568, -0.948)
H (5.271, 3.756, -3.768)
H (-2.080, 3.009, -1.870)
F (-0.444, 0.502, 4.600)
C (3.050, 1.483, -4.958)
C (-0.937, 2.740, -4.739)
C (3.559, 2.507, -4.115)
H (-1.729, 4.345, -0.726)
F (-1.762, -0.106, 2.527)
C (0.995, -0.602, -5.502)
C (0.968, -3.546, -0.238)
H (1.536, 2.589, -7.141)
C (0.629, 0.665, -1.533)
H (2.985, -1.214, 2.032)
C (-4.592, -1.533, -3.022)
C (-0.174, 3.947, -7.193)
H (6.630, 2.707, -5.576)
C (-3.202, 1.797, 0.544)
C (4.868, 2.945, -4.362)
F (-0.444, -1.858, 2.440)
H (3.945, -2.452, -0.836)
H (-0.386, 3.420, -1.477)
H (-3.110, -4.209, -0.569)
C (-0.045, -0.758, -6.445)
H (-3.331, 1.107, 1.385)
Cl (2.213, 1.604, 0.591)
H (2.937, 2.931, -3.335)
H (-1.566, 0.334, -4.359)
H (0.147, -3.689, 0.478)
H (-4.751, -4.189, -1.313)
C (-1.628, -1.216, -0.462)
O (-2.095, -0.095, -3.670)
H (2.013, -2.674, 2.379)
C (1.709, -1.703, -4.972)
C (1.412, -2.989, -5.457)
H (-3.587, 1.320, -0.367)
H (-2.596, 4.105, -4.745)
C (-1.711, 3.769, -5.265)
H (-0.768, -1.752, -3.570)
H (-1.664, 4.055, 1.824)
C (-0.992, 3.187, 1.777)
H (-2.177, -1.575, 0.383)
H (-4.271, -2.893, -0.153)
H (0.247, -4.102, -6.886)
H (3.394, 0.006, -6.492)
C (-0.009, -0.104, -2.488)
H (-3.364, -4.322, -3.991)
Sn (0.118, 0.129, 0.161)
C (2.661, -2.185, 1.640)
H (1.947, -3.838, -5.085)
C (0.434, -3.136, -6.476)
C (0.210, 2.331, -5.456)
C (-1.335, 4.361, -6.493)
C (0.608, 2.949, -6.655)
C (-2.604, -3.617, -3.625)
P (-3.343, -2.613, -2.330)
F (1.231, -0.842, 4.076)
H (2.488, -1.558, -4.232)
H (0.048, 3.523, 1.684)
H (-4.900, -0.800, -2.263)
H (-2.257, -2.996, -4.464)
H (3.541, -2.814, 1.448)
H (-0.999, -2.129, -7.764)
H (1.629, 1.383, -1.770)
C (-0.286, -2.024, -6.973)

Forces on atoms 1 to 6 (eV/Å):
-0.1 -0.3 0.3
0.4 0.0 -0.3
-1.0 -1.2 0.2
1.8 1.4 2.2
0.3 0.0 0.0
0.1 0.3 0.0

(4)
# C15H31ClP2Sn

A molecular structure, C15H31ClP2Sn at a distorted geometry (ωB97M-V/def2-TZVPD, the OMol25 dataset).

Values from the calculation:
Charge ... 0
LUMO ... -0.66 eV
DFT total energy ... -1947.26048 Eh
Multiplicity ... 1
HOMO-LUMO gap ... 7.22 eV
ΔE to the lowest compared entry with this formula, charge and spin ... 0.0000 eV
HOMO ... -0.2895 Eh

Element x y z (Å)
H (0.756, 2.438, 2.800)
H (-0.167, 0.262, 3.503)
H (-3.819, 2.614, -0.995)
H (-4.605, 0.387, -0.628)
H (-2.701, -1.576, -2.765)
C (-3.740, -0.017, -0.079)
H (-2.115, 3.173, -1.197)
H (-0.534, -2.744, -4.059)
Cl (5.097, -2.033, 3.875)
C (-2.078, -0.703, -3.027)
H (-1.320, -1.047, 1.910)
C (-0.299, -2.737, -2.984)
H (2.402, 1.158, -1.026)
Sn (4.903, 0.335, 3.757)
C (3.258, 0.621, 5.250)
H (0.384, 0.911, -3.624)
P (-2.225, 0.822, -0.693)
C (0.746, 1.589, 2.102)
C (-0.348, -0.643, 1.528)
H (-0.495, -0.192, 0.511)
H (2.807, -2.179, 1.295)
H (0.869, 2.761, 0.351)
P (-0.355, -1.018, -2.345)
H (2.257, 0.609, 4.760)
H (3.433, 1.588, 5.787)
C (2.039, -1.463, 0.997)
C (-2.629, 0.617, -2.505)
H (-1.045, -3.334, -2.441)
H (-3.853, 0.183, 0.994)
C (1.754, 0.777, -0.205)
H (1.581, -0.430, -3.686)
H (0.642, -2.418, 2.319)
H (-3.725, 0.631, -2.586)
H (2.487, 2.337, 0.982)
C (0.645, -1.842, 1.379)
H (0.836, 0.455, -0.726)
H (-1.992, -0.670, -4.121)
C (2.515, -0.380, 0.326)
C (-2.795, 2.555, -0.596)
H (0.263, -2.583, 0.637)
H (3.333, -0.252, 5.934)
C (0.516, -0.174, -3.727)
H (3.598, -0.383, 0.092)
H (0.088, -0.508, -4.684)
H (-2.230, 1.502, -3.030)
C (1.464, 1.927, 0.807)
H (-2.771, 2.871, 0.456)
C (0.122, 0.449, 2.455)
H (-3.655, -1.098, -0.261)
H (0.704, -3.148, -2.813)

Forces on atoms 1 to 6 (eV/Å):
0.3 -0.6 0.1
0.0 0.7 -0.4
0.2 0.3 0.1
0.1 -0.2 0.3
0.1 0.5 0.0
0.0 0.0 0.1

(5)
# H29O14

A molecular structure, H29O14 at a distorted geometry (ωB97M-V/def2-TZVPD, the OMol25 dataset).

Values from the calculation:
Charge ... +1
LUMO ... -2.75 eV
DFT total energy ... -1070.40837 Eh
Multiplicity ... 1
HOMO-LUMO gap ... 10.40 eV
ΔE to the lowest compared entry with this formula, charge and spin ... 5.3241 eV
HOMO ... -0.4831 Eh

Element x y z (Å)
H (2.872, -3.653, 0.899)
H (1.043, -2.091, -4.462)
O (4.128, 1.797, -0.415)
H (2.170, 0.333, -3.231)
H (1.433, -3.236, 1.796)
H (-1.139, 2.723, -0.432)
O (-1.170, -1.615, -1.207)
H (0.047, 4.135, 1.178)
H (-3.687, -2.856, -0.163)
H (5.048, 1.467, -0.304)
H (0.981, 0.012, 0.308)
O (0.712, 0.671, 3.673)
H (0.038, -0.942, -5.358)
H (-0.388, 0.445, 1.133)
O (0.327, -1.746, -4.949)
H (-2.898, 0.607, 4.530)
O (1.898, -0.324, -2.593)
O (-1.977, 0.463, 4.293)
H (-2.691, 2.372, -0.386)
O (1.678, -1.395, -0.002)
O (-1.879, 2.404, -0.904)
O (-3.641, -2.260, 0.585)
H (-1.563, -0.102, 2.714)
H (-0.902, -2.393, -1.677)
H (-0.678, 3.827, 2.400)
H (0.124, 1.423, -3.277)
O (2.268, -3.126, 1.385)
H (0.996, 0.185, 4.474)
H (-0.267, 0.205, -0.712)
H (-0.790, 0.307, -2.784)
H (-1.850, -1.824, -0.568)
H (-1.382, 1.274, 2.018)
H (-1.499, 1.155, 4.801)
O (-0.707, 3.593, 1.454)
H (1.538, 1.108, 3.407)
H (1.453, -2.336, -0.123)
H (2.392, -1.467, -0.674)
H (-4.572, -2.086, 0.808)
O (-1.379, 0.304, 1.825)
O (0.122, 0.563, 0.131)
H (0.912, -0.192, -2.693)
O (-0.445, 0.726, -3.575)
H (3.822, 1.217, -1.081)

Forces on atoms 1 to 6 (eV/Å):
-0.4 -1.8 0.1
1.5 1.2 0.3
1.6 0.3 1.1
0.7 0.1 -0.5
-0.6 -1.7 0.2
0.6 0.6 1.4

charge of number 2 (C13H25BrFN3Si)? 0

Among the records above, which one has the lowest charge? C8H20F12KO4P2

DFT total energy of number 3 (C34H46ClF5OP4Sn)? -3936.92745 Eh